Here is the molecule C3H2ClF6N from the Open Molecules 2025 dataset. Energies are from ωB97M-V/def2-TZVPD.

Total charge: 0
E in Eh: -1229.4658
Highest occupied orbital energy (spin up / spin down) in eV: -5.15 / -11.03
2S+1: 3
HOMO-LUMO gap (spin up / spin down) in eV: 5.78 / 6.08

XYZ file:
```
13
Properties=species:S:1:pos:R:3:forces:R:3
C -0.06359 -0.03576 0.42588 -0.867 -0.190 -8.346
C 0.32738 1.29849 -0.27126 -0.720 -1.254 -0.049
C 0.63926 -1.23530 -0.24339 -0.554 1.035 0.372
N -1.45400 -0.27104 0.46908 0.650 0.859 0.342
F -0.03257 1.27568 -1.56198 -0.076 0.282 -0.713
F -0.33920 2.31141 0.29032 -0.301 0.358 0.333
F 1.62059 1.58387 -0.21918 0.226 -0.157 0.250
F 1.95148 -1.06787 -0.35737 0.360 0.189 0.058
F 0.15506 -1.43866 -1.47671 -0.273 -0.319 -0.702
F 0.42971 -2.35489 0.43991 -0.163 -0.452 0.331
Cl 0.59136 0.08428 2.10638 2.024 0.199 7.835
H -1.83594 -0.68218 -0.37292 -0.269 -0.470 0.066
H -1.98955 0.53197 0.77125 -0.036 -0.081 0.223
```
Positions in Å, forces in eV/Å.